Formula: C22H49BrF3N10O4
Source: the Open Molecules 2025 dataset
Level of theory: the ωB97M-V functional and the def2-TZVPD basis

Geometry (Å):
1 C 2.354 0.922 -1.540
2 C 2.259 1.489 -2.970
3 C 1.499 2.820 -3.055
4 Br 1.865 3.594 -4.842
5 N 1.866 3.746 -1.997
6 C 3.296 4.145 -1.965
7 C 3.606 5.566 -2.468
8 C 4.863 6.046 -1.756
9 F 5.897 5.225 -2.007
10 F 5.216 7.279 -2.172
11 F 4.672 6.124 -0.421
12 C 2.453 6.539 -2.156
13 N 1.541 5.930 -1.160
14 C 1.019 4.777 -1.772
15 N -0.242 4.792 -2.092
16 C -1.134 5.948 -1.859
17 C -2.554 5.682 -2.385
18 N -3.434 6.762 -1.954
19 N -2.526 5.733 -3.835
20 N -3.121 4.438 -1.914
21 H 3.401 0.785 -1.272
22 H 1.925 1.565 -0.778
23 H 1.866 -0.041 -1.441
24 H 3.257 1.622 -3.379
25 H 1.710 0.798 -3.608
26 H 0.437 2.600 -3.068
27 H 3.605 4.070 -0.922
28 H 3.911 3.439 -2.511
29 H 3.800 5.599 -3.538
30 H 2.803 7.489 -1.757
31 H 1.862 6.781 -3.039
32 H 2.026 5.699 -0.299
33 H -0.644 3.977 -2.538
34 H -1.133 6.138 -0.787
35 H -0.740 6.839 -2.343
36 H -3.504 6.756 -0.942
37 H -3.066 7.660 -2.249
38 H -3.478 5.826 -4.169
39 H -2.105 4.903 -4.235
40 H -3.246 4.422 -0.910
41 H -2.620 3.614 -2.228
42 C 1.535 -0.458 2.113
43 O 1.859 0.260 1.173
44 N 1.277 -1.766 2.018
45 C 0.906 -2.582 3.171
46 C 1.382 -2.404 0.719
47 H 1.447 -0.073 3.141
48 H 1.629 -3.380 3.316
49 H -0.076 -3.026 3.002
50 H 0.872 -1.968 4.068
51 H 2.393 -2.291 0.325
52 H 0.691 -1.939 0.013
53 H 1.144 -3.460 0.816
54 C -2.170 0.828 -0.944
55 O -2.086 1.988 -1.340
56 N -2.983 0.443 0.041
57 C -3.080 -0.937 0.483
58 C -3.810 1.449 0.692
59 H -1.583 0.008 -1.383
60 H -4.100 -1.298 0.352
61 H -2.810 -1.009 1.537
62 H -2.408 -1.564 -0.098
63 H -4.463 1.926 -0.039
64 H -3.178 2.216 1.141
65 H -4.412 0.978 1.464
66 C 2.603 -5.852 3.815
67 O 1.803 -5.148 4.413
68 N 2.311 -7.040 3.270
69 C 3.305 -7.841 2.583
70 C 0.943 -7.533 3.376
71 H 3.656 -5.554 3.673
72 H 3.004 -8.006 1.547
73 H 3.415 -8.808 3.076
74 H 4.266 -7.332 2.593
75 H 0.250 -6.831 2.900
76 H 0.670 -7.628 4.429
77 H 0.871 -8.505 2.893
78 C -2.479 -6.473 2.832
79 O -1.533 -5.986 2.235
80 N -3.591 -6.946 2.248
81 C -4.683 -7.518 3.014
82 C -3.698 -6.882 0.799
83 H -2.491 -6.567 3.931
84 H -4.848 -8.555 2.716
85 H -5.599 -6.951 2.844
86 H -4.446 -7.492 4.075
87 H -2.884 -7.442 0.338
88 H -3.630 -5.847 0.464
89 H -4.650 -7.303 0.488

Summary:
**Highest occupied orbital energy**: -10.60 eV
**LUMO**: -2.490 eV
**Kohn-Sham gap**: 8.11 eV
**Calculated total energy**: -124890.6478 eV
**Largest force on an atom**: 1.96 eV/A
**Net charge**: +1
**Energy above the lowest of the compared OMol25 structures with the same formula, charge and spin**: 0.000 eV
**Multiplicity**: 1


Formula: C22H49HfN2OP3S
Source: the Open Molecules 2025 dataset
Level of theory: the ωB97M-V functional and the def2-TZVPD basis

Geometry (Å):
1 Hf 0.640 -0.685 -2.106
2 P -1.517 0.760 2.863
3 P -0.376 -2.850 -1.131
4 P 0.341 2.033 -1.820
5 H -0.842 -2.226 -4.290
6 C -0.441 -1.286 -3.888
7 C 1.023 -1.027 -4.181
8 H 1.670 -1.873 -4.443
9 C -2.330 0.681 4.472
10 C -0.707 -0.843 2.809
11 C -0.407 2.088 2.388
12 C -0.523 -4.215 -2.355
13 C 0.670 -3.742 0.086
14 C -1.981 -2.799 -0.254
15 C 0.221 2.884 -3.451
16 C 1.776 3.009 -1.207
17 C -0.942 2.968 -0.885
18 H -1.143 -0.474 -4.159
19 H 1.274 -0.187 -4.831
20 H -1.576 0.607 5.275
21 H -2.942 -0.229 4.526
22 H -2.989 1.534 4.690
23 H -0.264 -1.007 3.803
24 H 0.016 -0.836 1.984
25 H -1.525 -1.554 2.616
26 H 0.303 2.283 3.207
27 H -0.947 3.015 2.136
28 H 0.136 1.755 1.490
29 H -0.322 -5.164 -1.837
30 H 0.221 -4.090 -3.156
31 H -1.526 -4.248 -2.799
32 H 0.446 -4.817 0.086
33 H 0.512 -3.364 1.102
34 H 1.727 -3.631 -0.185
35 H -2.224 -3.763 0.216
36 H -2.782 -2.529 -0.958
37 H -1.928 -2.019 0.518
38 H 0.677 3.882 -3.366
39 H -0.823 2.994 -3.772
40 H 0.780 2.306 -4.197
41 H 1.813 3.938 -1.795
42 H 2.711 2.451 -1.322
43 H 1.611 3.260 -0.152
44 H -1.417 3.755 -1.488
45 H -0.532 3.425 0.025
46 H -1.722 2.273 -0.550
47 C -3.543 0.484 -0.656
48 C -4.902 0.234 -0.244
49 C -5.848 1.029 -0.875
50 C -5.575 1.620 -2.124
51 C -4.332 1.399 -2.758
52 C -3.290 0.813 -2.041
53 O -2.661 0.609 0.268
54 H -2.346 0.467 1.737
55 H -5.140 -0.340 0.658
56 H -6.815 1.178 -0.401
57 H -6.315 2.258 -2.597
58 H -4.144 1.691 -3.796
59 H -2.278 0.800 -2.480
60 C 5.735 1.978 1.419
61 C 4.317 1.446 1.406
62 N 4.109 0.746 0.115
63 C 3.475 -0.404 -0.061
64 S 3.049 -0.879 -1.708
65 N 3.216 -1.216 1.012
66 C 4.384 -1.763 1.779
67 C 4.091 -2.037 3.242
68 H 6.427 1.158 1.193
69 H 6.005 2.386 2.396
70 H 5.872 2.762 0.661
71 H 4.094 0.772 2.241
72 H 3.582 2.260 1.470
73 H 4.361 1.243 -0.746
74 H 2.557 -1.959 0.761
75 H 4.707 -2.698 1.280
76 H 5.208 -1.042 1.698
77 H 3.346 -2.828 3.363
78 H 5.011 -2.407 3.714
79 H 3.762 -1.148 3.790

Summary:
**Highest occupied orbital energy (alpha / beta)**: -18.52 / -18.52 eV
**LUMO (alpha / beta)**: -15.577 / -15.575 eV
**Kohn-Sham gap (alpha / beta)**: 2.94 / 2.95 eV
**Calculated total energy**: -68601.8125 eV
**Largest force on an atom**: 6.14 eV/A
**Net charge**: +4
**Energy above the lowest of the compared OMol25 structures with the same formula, charge and spin**: 2.444 eV
**Multiplicity**: 1


Formula: C22H49IrNOP2Si2
Source: the Open Molecules 2025 dataset
Level of theory: the ωB97M-V functional and the def2-TZVPD basis

Geometry (Å):
1 Ir -0.023 -0.623 -0.273
2 P 2.257 -0.863 -0.838
3 P -2.490 -0.751 -0.348
4 N -0.170 0.340 -1.786
5 H 0.545 -1.210 0.980
6 C 2.289 -1.983 -2.276
7 H 3.223 -2.565 -2.279
8 H 2.211 -1.415 -3.192
9 H 1.429 -2.684 -2.207
10 C 3.470 -1.503 0.347
11 H 4.392 -1.762 -0.195
12 H 3.090 -2.372 0.867
13 H 3.712 -0.716 1.099
14 C 3.049 0.677 -1.434
15 H 4.123 0.532 -1.496
16 H 2.832 1.511 -0.778
17 H 2.673 0.918 -2.451
18 C -3.227 -2.368 -0.811
19 H -4.281 -2.248 -1.018
20 H -3.101 -3.144 -0.018
21 H -2.708 -2.739 -1.703
22 C -3.323 -0.333 1.224
23 H -4.372 -0.064 1.028
24 H -2.823 0.527 1.689
25 H -3.309 -1.170 1.930
26 C -3.256 0.274 -1.664
27 H -4.148 -0.248 -2.042
28 H -2.540 0.404 -2.473
29 H -3.541 1.257 -1.256
30 C -0.050 0.744 -3.012
31 C -0.428 0.475 -5.439
32 C -0.462 -0.031 -4.147
33 C 0.425 2.064 -3.313
34 C 0.464 2.601 -4.647
35 C 0.011 1.738 -5.688
36 H -0.751 -0.173 -6.277
37 H -0.783 -1.053 -3.933
38 H 0.785 2.692 -2.489
39 H 0.832 3.574 -4.823
40 H 0.029 2.169 -6.705
41 C -0.091 -3.149 0.442
42 O -0.504 -2.767 -0.746
43 C 1.098 -4.041 0.405
44 H 1.590 -4.140 1.437
45 H 1.832 -3.727 -0.303
46 H 0.748 -5.062 0.144
47 C -1.096 -3.391 1.530
48 H -1.795 -4.141 1.237
49 H -1.600 -2.460 1.893
50 H -0.580 -3.842 2.446
51 C 1.133 3.745 0.756
52 Si -0.332 2.586 1.009
53 C -1.276 3.176 2.540
54 C -1.508 2.850 -0.419
55 C 0.459 0.840 1.167
56 Si 0.625 0.270 3.009
57 C -1.005 0.092 3.929
58 C 1.562 -1.339 3.291
59 C 1.664 1.596 3.884
60 H 0.791 4.787 0.844
61 H 1.584 3.622 -0.246
62 H 1.930 3.583 1.505
63 H -1.448 4.248 2.376
64 H -2.255 2.691 2.629
65 H -0.739 3.060 3.483
66 H -1.413 3.890 -0.778
67 H -1.271 2.169 -1.246
68 H -2.559 2.721 -0.117
69 H 1.538 1.014 0.910
70 H -1.731 -0.541 3.403
71 H -0.799 -0.388 4.897
72 H -1.490 1.053 4.150
73 H 2.607 -1.274 2.962
74 H 1.542 -1.536 4.373
75 H 1.086 -2.200 2.795
76 H 2.721 1.464 3.634
77 H 1.373 2.629 3.656
78 H 1.553 1.439 4.967

Summary:
**Highest occupied orbital energy (alpha / beta)**: -4.53 / -7.82 eV
**LUMO (alpha / beta)**: 0.605 / -1.628 eV
**Kohn-Sham gap (alpha / beta)**: 5.13 / 6.19 eV
**Calculated total energy**: -64312.7766 eV
**Largest force on an atom**: 4.14 eV/A
**Net charge**: 0
**<S²>**: 8.82
**Multiplicity**: 6


Formula: C22H49N2P3SSeTi
Source: the Open Molecules 2025 dataset
Level of theory: the ωB97M-V functional and the def2-TZVPD basis

Geometry (Å):
1 Ti -0.301 0.054 0.004
2 P -2.764 -0.044 -0.669
3 P -0.017 -2.467 -0.120
4 P -0.209 2.587 -0.193
5 H 1.532 -0.830 -1.953
6 C 1.438 0.097 -1.373
7 C 1.856 0.142 -0.003
8 H 2.249 -0.756 0.484
9 C -3.196 -0.111 -2.435
10 C -3.664 -1.471 0.031
11 C -3.792 1.328 -0.039
12 C 1.644 -3.248 -0.060
13 C -0.856 -3.489 1.143
14 C -0.646 -3.168 -1.690
15 C 1.387 3.497 -0.152
16 C -1.127 3.572 1.046
17 C -0.900 3.195 -1.773
18 H 1.456 1.000 -1.998
19 H 2.193 1.082 0.446
20 H -4.288 -0.140 -2.550
21 H -2.757 -1.003 -2.898
22 H -2.799 0.771 -2.952
23 H -4.721 -1.379 -0.252
24 H -3.589 -1.464 1.125
25 H -3.277 -2.423 -0.345
26 H -4.835 1.127 -0.316
27 H -3.491 2.292 -0.462
28 H -3.719 1.383 1.054
29 H 1.545 -4.316 -0.300
30 H 2.071 -3.148 0.946
31 H 2.327 -2.783 -0.780
32 H -0.958 -4.512 0.752
33 H -1.846 -3.092 1.388
34 H -0.248 -3.513 2.058
35 H -0.292 -4.205 -1.757
36 H -0.257 -2.604 -2.547
37 H -1.742 -3.153 -1.731
38 H 1.193 4.557 -0.371
39 H 2.088 3.099 -0.894
40 H 1.843 3.419 0.843
41 H -1.131 4.620 0.714
42 H -0.624 3.503 2.019
43 H -2.156 3.215 1.159
44 H -0.633 4.257 -1.864
45 H -1.991 3.091 -1.801
46 H -0.475 2.644 -2.621
47 C 0.825 0.184 -6.039
48 C 1.997 -0.045 -5.296
49 C 3.246 0.022 -5.913
50 C 3.345 0.277 -7.287
51 C 2.177 0.456 -8.047
52 C 0.925 0.406 -7.431
53 Se -0.891 0.233 -5.211
54 H -0.368 -0.092 -3.828
55 H 1.916 -0.261 -4.233
56 H 4.148 -0.126 -5.318
57 H 4.323 0.333 -7.767
58 H 2.245 0.638 -9.122
59 H 0.015 0.549 -8.019
60 C 0.224 -2.317 6.541
61 C 0.851 -1.791 5.267
62 N -0.193 -1.227 4.374
63 C -0.018 -0.124 3.640
64 S -1.037 0.131 2.247
65 N 0.839 0.840 4.063
66 C 0.767 1.334 5.466
67 C 2.108 1.908 5.864
68 H -0.396 -1.556 7.028
69 H 1.008 -2.636 7.230
70 H -0.401 -3.190 6.336
71 H 1.592 -1.009 5.453
72 H 1.355 -2.602 4.719
73 H -0.851 -1.913 3.993
74 H 0.937 1.604 3.391
75 H -0.027 2.094 5.551
76 H 0.483 0.501 6.118
77 H 2.344 2.812 5.291
78 H 2.076 2.179 6.925
79 H 2.913 1.179 5.702

Summary:
**Highest occupied orbital energy (alpha / beta)**: -15.39 / -15.39 eV
**LUMO (alpha / beta)**: -8.548 / -11.556 eV
**Kohn-Sham gap (alpha / beta)**: 6.84 / 3.84 eV
**Calculated total energy**: -153727.4028 eV
**Largest force on an atom**: 1.76 eV/A
**Net charge**: +3
**<S²>**: 0.77
**Multiplicity**: 2


Formula: C22H49NO12P3
Source: the Open Molecules 2025 dataset
Level of theory: the ωB97M-V functional and the def2-TZVPD basis

Geometry (Å):
1 C 0.387 -8.261 -1.113
2 C -0.004 -7.555 -2.286
3 C -1.310 -6.625 -2.429
4 C -1.369 -5.433 -1.336
5 P 0.404 -4.769 -1.182
6 O 1.213 -5.418 -0.016
7 C -1.736 -6.070 0.124
8 O -2.301 -7.212 0.160
9 O -1.471 -5.391 1.308
10 N -2.418 -4.401 -1.588
11 C -3.452 -4.813 -2.568
12 C -4.690 -3.750 -2.647
13 C -5.953 -4.179 -1.752
14 C -5.533 -4.696 -0.292
15 C -5.612 -6.325 -0.193
16 O -1.910 -3.153 -1.825
17 C -2.301 -2.371 -0.630
18 C -1.146 -1.332 -0.176
19 C -0.308 -1.827 1.110
20 C -1.681 0.189 -0.064
21 C -0.506 1.268 -0.374
22 C -2.404 0.529 1.326
23 H 1.469 -8.141 -0.740
24 H -0.316 -8.903 -0.492
25 H 0.659 -7.708 -3.220
26 H -2.231 -7.295 -2.382
27 H -1.239 -6.165 -3.490
28 H 0.501 -3.356 -0.994
29 H 1.121 -5.063 -2.410
30 H -3.947 -5.822 -2.333
31 H -3.019 -4.826 -3.645
32 H -5.046 -3.790 -3.749
33 H -4.359 -2.675 -2.465
34 H -6.556 -4.972 -2.338
35 H -6.608 -3.229 -1.642
36 H -4.478 -4.373 0.012
37 H -6.233 -4.294 0.538
38 H -4.842 -6.726 0.568
39 H -6.660 -6.546 0.245
40 H -5.482 -6.824 -1.220
41 H -2.400 -3.121 0.247
42 H -3.320 -1.866 -0.742
43 H -0.391 -1.322 -1.057
44 H -0.365 -2.985 1.134
45 H -0.716 -1.464 2.110
46 H 0.815 -1.593 0.963
47 H -2.456 0.333 -0.909
48 H -0.416 1.343 -1.524
49 H -0.823 2.328 -0.037
50 H 0.482 0.948 0.119
51 H -2.951 1.545 1.290
52 H -1.564 0.669 2.110
53 H -3.114 -0.296 1.694
54 C 7.059 2.811 -0.939
55 O 5.873 3.589 -0.806
56 P 4.689 2.887 0.229
57 O 4.106 2.101 -0.945
58 O 3.935 4.327 0.382
59 C 3.488 5.001 -0.784
60 O 3.554 2.192 1.312
61 C 3.576 0.773 1.393
62 H 7.765 3.356 -1.566
63 H 7.509 2.647 0.043
64 H 6.830 1.850 -1.407
65 H 3.264 4.313 -1.601
66 H 4.252 5.713 -1.106
67 H 2.581 5.554 -0.536
68 H 4.598 0.396 1.319
69 H 2.962 0.348 0.598
70 H 3.158 0.473 2.357
71 C 3.762 10.105 4.143
72 O 3.543 8.839 3.529
73 P 2.411 8.877 2.231
74 O 1.233 8.672 3.184
75 O 2.964 7.448 1.674
76 C 2.929 6.312 2.526
77 O 1.393 8.997 0.855
78 C 0.415 10.028 0.898
79 H 4.525 9.993 4.913
80 H 4.111 10.825 3.399
81 H 2.839 10.467 4.603
82 H 2.132 6.375 3.270
83 H 3.892 6.209 3.031
84 H 2.762 5.427 1.914
85 H 0.809 10.919 1.392
86 H -0.473 9.672 1.422
87 H 0.140 10.286 -0.126

Summary:
**Highest occupied orbital energy**: -4.41 eV
**LUMO**: -1.279 eV
**Kohn-Sham gap**: 3.13 eV
**Calculated total energy**: -77524.3081 eV
**Largest force on an atom**: 9.76 eV/A
**Net charge**: -1
**Multiplicity**: 1